ORCA calculation (ωB97M-V/def2-TZVPD) on a gas-phase ion, C5H5F3NO (charge +1).

```
15
Properties=species:S:1:pos:R:3:forces:R:3:mulliken_charge:R:1
O -2.538 1.109 1.050 1.09 -0.70 -1.46 -0.332
C -2.274 0.501 0.048 -2.48 0.01 1.07 0.070
C -1.454 -0.751 -0.194 0.75 1.75 -0.87 0.077
N -0.201 -0.550 -0.403 -2.25 -0.90 0.85 0.160
C 1.030 -0.847 -1.020 2.83 -2.31 3.29 -0.484
C 0.822 0.447 -0.287 0.85 1.95 -1.45 -0.296
C 1.439 0.522 1.120 -0.51 0.70 0.77 0.789
F 0.780 1.494 1.787 0.42 -0.61 -0.25 -0.214
F 1.203 -0.656 1.750 0.57 0.75 -0.30 -0.240
F 2.746 0.818 1.137 -1.11 -0.57 -0.34 -0.204
H -2.889 0.574 -0.920 0.63 0.58 0.65 0.311
H -2.143 -1.528 -0.587 1.34 -0.42 0.34 0.374
H 1.786 -1.644 -0.555 -2.07 1.73 -0.72 0.239
H 0.957 -0.944 -2.026 -0.02 0.18 -3.09 0.382
H 0.737 1.454 -0.898 -0.05 -2.15 1.51 0.369
```
Positions in Å, forces in eV/Å.

Results
- SMILES string: O=C/C=[N+]1/C[C@@H]1C(F)(F)F
- Electronic energy: -622.72974 hartree
- Relative energy (zero: lowest compared OMol25 entry of this formula, charge and spin): 0.597 eV
- Total charge: +1
- LUMO energy: -6.1 eV
- Multiplicity: 1
- Orbital gap: 9.359 eV

=====

ORCA calculation (ωB97M-V/def2-TZVPD) on a molecular structure, C25H66FN10NbO6P3S.

```
113
Properties=species:S:1:pos:R:3:forces:R:3:mulliken_charge:R:1
C 3.357 2.623 4.321 0.69 -0.46 1.16 -0.447
C 2.165 3.389 4.984 0.11 1.22 -0.84 -0.572
C 0.966 3.775 4.010 -0.23 0.98 2.78 -0.519
N 0.013 2.685 3.762 0.11 0.37 -1.47 -0.252
Nb -0.020 1.622 1.948 -2.44 1.79 -1.66 0.007
O -1.509 2.965 1.286 0.69 -1.12 1.25 -0.755
C 1.556 2.888 0.885 0.20 0.94 -0.86 0.063
C 0.823 4.159 0.287 1.42 -0.86 0.94 -0.235
F 1.883 5.003 -0.251 -0.83 -0.21 -0.06 -0.403
C -1.575 0.206 2.881 -0.10 -0.73 0.59 -0.858
C -2.637 0.873 3.826 -1.27 -1.05 0.01 -0.803
C -3.798 1.641 3.047 -0.05 -0.20 0.14 -0.674
C -5.199 0.950 3.315 0.63 -0.35 0.76 -0.688
S -6.442 1.788 2.250 -0.44 -0.74 -0.18 -0.177
C -8.064 1.080 2.509 -2.35 1.18 0.88 0.493
N -9.125 1.880 2.654 2.02 0.31 -0.09 -0.251
N -10.280 1.158 2.801 2.14 -2.96 -0.57 -0.420
C -9.847 -0.102 2.732 -1.46 1.31 0.18 0.013
O -8.502 -0.233 2.563 -0.28 0.46 -0.10 -0.252
N -0.329 0.568 0.142 1.34 -0.65 2.08 -0.444
C 0.860 -0.040 -0.501 -0.35 -0.74 -2.20 0.315
C 0.722 -1.628 -0.796 -0.12 0.72 -0.60 -0.927
P 1.761 -0.083 2.809 0.72 -1.06 0.49 0.188
O 1.673 -0.130 4.531 -0.35 -0.60 -0.72 -0.520
O 1.274 -1.671 2.369 -0.41 1.04 0.37 -0.511
H 3.256 2.368 3.245 -0.20 0.18 0.76 -0.311
H 3.523 1.675 4.901 -0.16 0.68 -0.85 0.209
H 4.317 3.198 4.445 -0.91 -0.36 -0.26 0.363
H 1.777 2.908 5.920 0.20 0.09 -1.11 0.264
H 2.562 4.390 5.327 -0.33 -0.86 -0.28 0.394
H 0.404 4.518 4.664 0.48 -0.53 -0.73 0.305
H 1.295 4.413 3.154 0.08 -0.92 0.26 0.191
H -0.919 3.075 3.936 0.37 -0.49 0.17 0.123
H -1.844 3.494 2.026 0.09 -0.03 -0.41 0.245
H 2.362 3.308 1.538 -0.52 -0.40 -0.39 0.242
H 2.062 2.409 0.011 -0.27 0.17 0.66 0.108
H 0.376 4.756 1.113 0.03 -0.34 -0.87 0.180
H 0.118 3.904 -0.531 0.46 0.37 0.62 0.322
H -2.150 -0.395 2.117 0.42 0.58 0.54 0.307
H -1.034 -0.567 3.507 -0.49 0.67 -0.45 0.394
H -2.220 1.472 4.672 -0.11 -0.30 -0.90 0.371
H -3.180 0.016 4.333 0.54 0.79 -0.18 0.472
H -3.832 2.714 3.377 -0.11 -0.88 -0.54 0.343
H -3.604 1.572 1.945 -0.03 0.36 0.94 0.451
H -5.084 -0.135 3.077 -0.30 0.86 0.02 0.397
H -5.499 1.047 4.391 0.25 -0.04 -0.93 0.394
H -10.548 -0.961 2.787 1.20 0.47 -0.02 0.377
H -1.040 -0.156 0.248 -0.01 0.36 -0.34 0.102
H 0.917 0.409 -1.541 0.18 -0.27 0.95 0.205
H 1.843 0.201 -0.032 -0.81 -0.33 -0.02 -0.093
H 1.036 -1.803 -1.865 -0.25 0.18 0.96 0.380
H 1.410 -2.245 -0.176 -0.82 0.44 -0.12 0.282
H -0.370 -1.965 -0.757 1.45 0.39 0.26 0.023
H 2.024 -0.992 4.820 -0.02 0.52 -0.24 0.279
H 0.309 -1.705 2.245 0.31 0.01 0.11 0.283
O 4.991 0.197 -2.925 3.30 -2.05 -2.10 -0.833
P 6.124 1.176 -2.637 -5.78 4.68 4.32 0.895
N 5.937 1.067 -0.922 0.45 -0.69 0.70 0.341
C 6.099 2.109 0.073 0.35 0.49 0.02 -0.806
C 6.239 -0.245 -0.350 -0.32 -0.37 -0.21 -1.143
N 5.263 2.548 -3.231 -0.08 0.29 -0.74 0.227
C 4.957 3.738 -2.452 0.57 0.38 0.06 -1.001
C 4.161 2.301 -4.157 -0.01 -0.41 -0.03 -0.887
N 7.547 2.213 -2.464 1.43 -2.22 -2.40 -0.097
C 7.999 2.792 -3.755 -0.07 0.55 -0.28 -1.078
C 8.733 1.490 -1.949 0.06 -0.12 0.69 -1.089
H 7.140 2.434 0.208 0.07 0.09 0.03 0.200
H 5.748 1.773 1.052 0.00 -0.34 -0.19 0.402
H 5.492 2.986 -0.130 0.09 -0.01 -0.24 0.125
H 7.319 -0.433 -0.284 0.08 -0.06 0.17 0.268
H 5.800 -1.047 -0.945 0.02 0.14 -0.13 0.305
H 5.817 -0.352 0.653 -0.01 0.21 -0.07 0.380
H 4.140 3.564 -1.745 -0.01 0.05 0.05 0.071
H 4.656 4.560 -3.110 -0.09 -0.17 -0.11 0.444
H 5.832 4.116 -1.922 -0.02 -0.22 0.11 0.370
H 3.258 1.971 -3.632 -0.04 -0.05 -0.09 0.191
H 4.433 1.547 -4.896 -0.09 -0.07 0.16 0.317
H 3.914 3.206 -4.721 0.16 0.15 0.21 0.312
H 8.230 2.009 -4.485 0.17 0.09 -0.02 0.356
H 8.892 3.406 -3.607 0.06 -0.22 0.21 0.410
H 7.258 3.455 -4.196 -0.19 -0.22 0.19 0.321
H 8.949 0.597 -2.543 0.21 0.06 0.00 0.377
H 8.607 1.185 -0.911 -0.28 -0.04 -0.06 0.254
H 9.615 2.133 -1.955 -0.15 0.08 -0.18 0.387
O -2.898 -2.834 -1.489 1.01 -2.29 3.97 -0.715
P -3.665 -4.156 -1.668 -2.41 4.11 -7.84 0.821
N -2.880 -4.437 -3.193 1.07 -0.67 -0.52 0.098
C -3.431 -5.003 -4.408 -0.34 -0.40 0.04 -0.769
C -1.445 -4.710 -3.103 0.20 0.41 0.26 -0.774
N -5.166 -3.349 -1.965 -0.72 0.34 0.60 0.271
C -5.929 -3.440 -3.194 -0.37 -0.66 0.11 -1.279
C -5.325 -2.003 -1.416 0.32 0.05 0.20 -1.033
N -4.544 -5.684 -1.851 0.95 -0.66 3.62 -0.139
C -5.619 -5.857 -0.839 -0.65 0.06 0.03 -1.058
C -3.680 -6.875 -1.673 0.41 -0.26 -0.53 -1.105
H -3.663 -6.074 -4.333 -0.08 -0.09 -0.10 0.274
H -2.729 -4.891 -5.238 0.23 0.05 0.27 0.392
H -4.322 -4.484 -4.747 -0.10 -0.06 0.23 0.177
H -1.235 -5.731 -2.759 0.14 -0.12 -0.11 0.246
H -0.953 -4.022 -2.412 -0.17 0.00 0.07 0.038
H -0.948 -4.571 -4.066 -0.20 -0.02 -0.02 0.408
H -5.480 -2.843 -3.997 0.01 0.01 -0.06 0.304
H -6.950 -3.072 -3.041 0.10 0.15 0.13 0.440
H -6.054 -4.472 -3.524 0.24 0.03 -0.04 0.389
H -4.809 -1.255 -2.028 0.03 0.07 0.10 0.293
H -4.940 -1.947 -0.398 0.13 0.07 -0.15 0.325
H -6.382 -1.726 -1.359 -0.05 -0.23 -0.16 0.285
H -5.220 -5.808 0.179 -0.10 -0.17 0.02 0.365
H -6.117 -6.821 -0.973 0.29 -0.09 -0.07 0.404
H -6.400 -5.107 -0.930 0.28 0.16 -0.11 0.305
H -3.128 -6.834 -0.730 -0.07 -0.20 0.02 0.379
H -2.961 -6.986 -2.483 0.02 0.29 0.00 0.264
H -4.273 -7.792 -1.687 -0.15 0.18 0.09 0.404
```
Positions in Å, forces in eV/Å.

Results
- Electronic energy: -3569.97630 hartree
- Total charge: -1
- LUMO energy: 0.6 eV
- Multiplicity: 1
- Orbital gap: 4.421 eV

=====

ORCA calculation (ωB97M-V/def2-TZVPD) on 2 unconnected molecules or ions with the total composition C4HNO3.

```
9
Properties=species:S:1:pos:R:3:forces:R:3:mulliken_charge:R:1
C -3.792 -0.324 0.770 -2.84 -3.68 0.95 -0.504
C -3.107 0.378 0.041 0.95 1.49 -0.93 -0.592
C 0.667 -0.475 -0.407 -1.38 -1.81 -0.67 0.538
C 2.873 0.794 -0.133 -1.91 -1.44 -1.68 0.577
N 1.385 0.339 0.056 0.75 0.75 0.44 -0.326
O 3.108 1.668 0.645 1.60 1.53 1.27 -0.627
O -0.087 -1.310 -0.800 0.71 0.60 0.13 -0.526
O 3.409 0.205 -1.078 0.57 0.28 0.46 -0.676
H -4.456 -1.277 0.907 1.55 2.27 0.03 0.136
```
Positions in Å, forces in eV/Å.

Results
- Electronic energy: -433.40593 hartree
- Relative energy (zero: lowest compared OMol25 entry of this formula, charge and spin): 0.441 eV
- Total charge: -2
- LUMO energy: 6.4 eV
- Multiplicity: 1
- Orbital gap: 7.213 eV

=====

ORCA calculation (ωB97M-V/def2-TZVPD) on 2 unconnected molecules or ions with the total composition C9H13NO2.

```
25
Properties=species:S:1:pos:R:3:forces:R:3:mulliken_charge:R:1
C -1.806 1.311 3.891 1.20 -1.49 2.05 -1.372
C -0.914 0.868 2.760 -0.21 0.85 -0.29 0.612
C 0.150 -0.013 2.946 -0.42 -0.25 -0.31 -0.666
C 0.848 -0.527 1.845 -0.04 0.79 0.09 -0.600
C 0.552 -0.074 0.555 -0.83 -1.01 1.89 0.773
O 0.922 -0.808 -0.517 0.32 0.75 -1.35 -0.435
C -0.372 0.949 0.411 0.38 0.05 -1.05 -0.497
C -1.136 1.366 1.478 0.40 0.31 0.07 -0.530
H -2.513 0.498 4.095 -0.49 0.41 -0.30 0.293
H -2.274 2.285 3.891 -0.14 0.08 -0.63 0.366
H -1.221 1.270 4.853 -0.25 0.29 -0.83 0.333
H 0.313 -0.366 3.961 0.36 -0.05 -0.19 0.336
H 1.680 -1.209 1.943 -0.09 -0.33 0.29 0.314
H 1.484 -1.553 -0.314 0.20 -0.12 0.46 0.265
H -0.453 1.423 -0.566 -0.37 -0.20 0.07 0.443
H -1.872 2.136 1.286 -0.08 -0.04 0.20 0.347
C 1.854 -0.756 -3.659 -0.86 -0.25 -0.70 -0.786
C 0.413 -1.087 -4.095 1.39 -1.24 0.21 0.552
N -0.539 -0.584 -3.302 -1.66 0.59 1.10 -0.397
O 0.193 -1.828 -5.036 -0.16 0.45 0.02 -0.622
H 1.992 -0.820 -2.592 -0.21 0.44 0.31 0.239
H 2.064 0.245 -4.049 0.46 -0.25 0.16 0.242
H 2.461 -1.547 -4.081 0.30 0.30 -0.46 0.284
H -1.476 -0.958 -3.325 0.11 -0.10 -0.67 0.225
H -0.352 -0.224 -2.380 0.69 0.01 -0.14 0.281
```
Positions in Å, forces in eV/Å.

Results
- SMILES string: Cc1ccc(O)cc1.CC(N)=O
- Electronic energy: -555.97975 hartree
- Relative energy (zero: lowest compared OMol25 entry of this formula, charge and spin): 0.652 eV
- LUMO energy: 0.6 eV
- Multiplicity: 1
- Orbital gap: 9.239 eV

=====

ORCA calculation (ωB97M-V/def2-TZVPD) on a single C19H24NO3Si molecule.

```
48
Properties=species:S:1:pos:R:3:forces:R:3:mulliken_spin:R:1
C -3.161 -0.838 -3.249 -0.74 0.10 -1.47 0.000
O -2.514 -1.242 -2.083 1.45 0.64 1.30 0.002
C -1.694 -0.245 -1.652 0.27 1.06 0.25 0.014
O -1.614 0.852 -2.163 -0.33 -1.05 -0.22 0.000
C -0.783 -0.590 -0.480 0.11 -0.55 0.80 -0.030
C 0.240 -1.667 -0.948 -0.31 -0.09 -0.25 0.018
C 0.255 -2.703 0.185 0.23 -0.27 0.19 -0.095
C -0.981 -2.447 0.973 0.75 -1.28 -0.09 0.723
N -1.542 -1.287 0.619 -1.56 2.23 -0.57 0.081
C -2.712 -0.765 1.227 0.34 -1.29 0.68 0.033
O -3.270 -1.410 2.113 0.49 0.30 -0.61 0.127
C -3.221 0.573 0.818 0.05 0.72 -0.64 0.016
C -2.788 1.730 1.476 -0.12 -0.89 -0.07 -0.002
C -3.141 2.973 1.010 -0.13 0.32 -0.07 0.004
C -3.961 3.092 -0.099 -0.02 -0.01 -0.11 -0.001
C -4.458 1.957 -0.719 -0.11 0.34 -0.04 0.002
C -4.101 0.710 -0.263 0.47 -0.51 0.62 0.012
C -0.090 0.688 0.100 -1.65 0.51 -0.17 0.002
C 1.298 0.590 0.358 1.82 -0.44 0.23 -0.004
C 2.483 0.452 0.568 -1.39 0.20 -0.22 0.009
Si 4.226 0.165 0.825 1.84 -0.19 0.32 0.001
C 5.035 -0.537 -0.710 -0.43 0.14 0.10 0.000
C 5.117 1.752 1.261 -0.40 -0.12 -0.10 0.000
C 4.526 -1.050 2.215 -0.36 0.19 -0.20 0.002
H -3.592 -1.718 -3.731 0.06 0.04 0.22 0.000
H -3.946 -0.114 -3.018 0.05 -0.01 -0.12 0.001
H -2.426 -0.370 -3.909 -0.34 -0.03 -0.14 0.000
H -0.109 -2.117 -1.883 -0.03 -0.01 0.24 0.004
H 1.227 -1.236 -1.152 -0.35 -0.02 0.17 -0.011
H 0.292 -3.728 -0.203 0.07 0.14 0.08 0.019
H 1.135 -2.559 0.824 0.08 -0.07 -0.12 0.067
H -1.416 -3.100 1.706 -0.17 0.14 0.10 0.020
H -2.164 1.626 2.348 0.18 0.05 0.18 -0.004
H -2.760 3.856 1.499 0.00 0.13 0.09 0.000
H -4.203 4.068 -0.488 -0.08 0.15 -0.03 0.000
H -5.100 2.048 -1.580 -0.13 0.03 -0.09 0.000
H -4.456 -0.183 -0.746 -0.13 -0.14 -0.12 -0.003
H -0.283 1.538 -0.569 0.01 -0.26 0.10 0.000
H -0.581 0.938 1.047 0.08 -0.07 -0.30 -0.006
H 6.099 -0.681 -0.542 0.14 -0.02 0.04 0.000
H 4.588 -1.496 -0.960 0.00 -0.16 -0.15 0.000
H 4.902 0.142 -1.548 0.02 0.03 -0.20 0.000
H 6.177 1.562 1.404 0.16 -0.04 0.02 0.000
H 4.999 2.480 0.463 0.03 0.19 -0.06 0.000
H 4.710 2.168 2.178 -0.01 0.16 0.13 0.000
H 5.593 -1.196 2.361 0.15 -0.02 0.01 0.000
H 4.094 -0.675 3.139 -0.04 -0.05 0.19 0.000
H 4.070 -2.008 1.978 -0.04 -0.19 0.08 -0.001
```
Positions in Å, forces in eV/Å.

Results
- <S²>: 0.76
- Electronic energy: -1308.31691 hartree
- LUMO energy (spin up / spin down): 0.7 / 0.6 eV
- Multiplicity: 2
- Orbital gap (spin up / spin down): 7.132 / 9.924 eV